Model a:
DFT (ωB97M-V/def2-TZVPD) results for an isolated molecule of C6H10O2.

```
18
C6H10O2, DFT ωB97M-V/def2-TZVPD
C -0.22 -0.51 -0.60
C -0.08 0.35 -1.80
C 1.10 -0.41 -1.35
C -0.43 0.16 0.72
C 0.34 -0.32 1.93
C 0.60 1.07 1.35
H -1.89 -1.51 -0.45
H -0.43 0.23 -2.85
H 0.04 1.43 -1.60
H 1.90 0.26 -1.08
H 1.48 -1.17 -2.03
H -2.30 -0.08 0.44
H -0.15 -0.34 2.87
H 1.09 -1.11 1.72
H 1.54 1.22 0.81
H 0.08 1.99 1.66
O -0.94 -1.64 -0.79
O -1.73 0.39 1.04
```

## Properties
HOMO level: -9.15 eV
Lowest unoccupied orbital energy: 0.58 eV

---

Model b:
DFT (ωB97M-V/def2-TZVPD) results for a structure of composition C6H10O2.

```
18
C6H10O2, DFT ωB97M-V/def2-TZVPD
C -2.30 -1.11 0.75
C -1.45 -1.55 -0.51
C -0.13 -0.89 -0.71
C 0.31 0.38 0.04
C 1.75 0.85 -0.45
C 2.05 2.17 0.32
H -1.68 -1.30 1.95
H -2.94 -0.33 0.76
H -3.27 -1.97 0.68
H -2.27 -1.43 -1.34
H -0.98 -2.67 -0.20
H 1.92 0.83 -1.45
H 2.06 -0.10 -0.28
H 2.20 2.06 1.30
H 3.22 2.49 -0.08
H 1.39 2.92 0.24
O 0.60 -1.37 -1.60
O -0.47 1.04 0.61
```

## Properties
HOMO level: -9.26 eV
Lowest unoccupied orbital energy: -0.32 eV

---

Model c:
DFT (ωB97M-V/def2-TZVPD) results for an isolated molecule of C6H10O2.

```
18
C6H10O2, DFT ωB97M-V/def2-TZVPD
C 1.10 -0.75 1.17
C 0.44 1.65 0.68
C -1.13 -0.79 -1.69
C 0.55 0.18 0.10
C -1.81 -0.03 0.55
C -0.86 -0.25 -0.31
O 1.42 0.24 -1.00
O -2.71 0.10 1.29
H 1.51 -0.63 -1.40
H 2.11 -0.45 1.44
H 1.13 -1.78 0.80
H 0.48 -0.72 2.06
H 0.04 2.33 -0.08
H 1.45 1.96 0.92
H -0.14 1.70 1.60
H -0.66 -0.15 -2.44
H -0.72 -1.80 -1.80
H -2.19 -0.83 -1.89
```

## Properties
HOMO level: -8.46 eV
Lowest unoccupied orbital energy: 0.69 eV

---

Q: Which of them is the most stable? A: model c.

---

Model a:
DFT (ωB97M-V/def2-TZVPD) results for an isolated molecule of C6H10O2.

```
18
C6H10O2, DFT ωB97M-V/def2-TZVPD
O 0.12 0.42 -2.82
C -0.80 0.83 -2.16
O -1.81 1.56 -2.69
C -0.98 0.65 -0.68
C -0.62 -0.74 -0.21
C -0.05 -0.81 1.20
C 2.17 -0.47 2.27
C 1.33 -0.19 1.28
H -1.58 1.80 -3.60
H -0.34 1.42 -0.25
H -1.97 0.99 -0.38
H -1.50 -1.38 -0.29
H 0.14 -1.14 -0.88
H -0.72 -0.32 1.92
H 0.01 -1.87 1.45
H 3.18 -0.09 2.33
H 1.81 -1.12 3.06
H 1.61 0.45 0.44
```

## Properties
HOMO level: -9.73 eV
Lowest unoccupied orbital energy: 0.79 eV

---

Model b:
DFT (ωB97M-V/def2-TZVPD) results for an isolated molecule of C6H10O2.

```
18
C6H10O2, DFT ωB97M-V/def2-TZVPD
C 1.21 1.21 0.16
C -0.37 1.40 -0.31
C -1.32 0.43 0.41
C -1.70 -0.91 -0.35
C -0.08 -1.13 -0.14
C 1.49 -1.40 0.15
H 1.26 1.61 1.19
H 1.54 1.85 -0.56
H -0.58 1.24 -1.47
H -0.63 2.29 0.16
H -2.09 0.85 1.07
H -2.00 -1.05 -1.42
H -2.26 -1.70 0.34
H 0.29 -0.57 -1.05
H 2.12 -2.23 -0.50
H 1.52 -1.61 1.24
O 1.86 -0.01 -0.12
O -0.27 -0.28 1.19
```

## Properties
HOMO level: -9.08 eV
Lowest unoccupied orbital energy: 0.94 eV

---

Model c:
DFT (ωB97M-V/def2-TZVPD) results for a cluster of 2 separate species, C6H10O2 in total.

```
18
C6H10O2, DFT ωB97M-V/def2-TZVPD
C 0.03 -0.82 -0.83
C 1.55 -0.77 -1.02
C -0.16 -0.11 2.14
C 0.12 1.49 0.33
C -0.56 0.62 -0.57
C -1.74 1.00 -1.07
O -0.38 -1.72 0.12
O 0.91 2.34 0.42
H -0.27 -1.26 1.17
H -0.44 -1.09 -1.79
H 1.90 -1.76 -1.31
H 1.84 -0.05 -1.79
H 2.05 -0.50 -0.09
H -0.05 -0.01 3.23
H 0.83 0.08 1.74
H -1.15 0.25 1.88
H -2.20 1.95 -0.82
H -2.27 0.36 -1.76
```

## Properties
HOMO level (alpha / beta): -8.22 / -7.59 eV
Lowest unoccupied orbital energy (alpha / beta): -0.65 / -1.08 eV

---

Q: Which of them is the most stable? A: model a.

---

Model a:
DFT (ωB97M-V/def2-TZVPD) results for an isolated molecule of C6H10O2.

```
18
C6H10O2, DFT ωB97M-V/def2-TZVPD
C 1.20 -1.36 0.35
C 1.39 -1.30 -0.94
C 0.58 -0.70 1.42
C -0.48 0.14 0.72
C 0.84 2.01 0.08
C -2.28 -0.52 -0.73
O -0.19 1.06 -0.17
O -1.64 -0.45 0.64
H 0.81 -0.64 -1.57
H 2.03 -2.00 -1.38
H -0.06 -1.30 2.07
H 1.46 -0.25 1.90
H 0.54 3.07 0.03
H 1.61 1.86 -0.59
H 1.40 1.96 1.05
H -2.39 -1.61 -0.75
H -1.68 0.03 -1.40
H -3.14 -0.02 -0.73
```

## Properties
HOMO level (alpha / beta): -6.78 / -6.13 eV
Lowest unoccupied orbital energy (alpha / beta): 0.83 / 0.85 eV

---

Model b:
DFT (ωB97M-V/def2-TZVPD) results for an isolated molecule of C6H10O2.

```
18
C6H10O2, DFT ωB97M-V/def2-TZVPD
C -1.39 1.18 -0.11
C -1.35 -1.18 0.07
C -0.02 -0.66 -0.24
C 1.36 -1.17 0.10
C 1.41 1.17 0.02
C -0.05 0.70 0.34
H -1.87 1.96 0.55
H -1.49 1.70 -1.04
H -1.47 -1.65 1.04
H -1.84 -1.81 -0.66
H 0.06 -0.61 -1.28
H 1.41 -1.58 1.15
H 1.65 -1.99 -0.56
H 1.56 1.70 -0.96
H 1.90 1.75 0.88
H -0.13 0.44 1.42
O -2.17 -0.01 -0.05
O 2.22 0.00 -0.17
```

## Properties
HOMO level: -9.68 eV
Lowest unoccupied orbital energy: 1.00 eV

---

Model c:
DFT (ωB97M-V/def2-TZVPD) results for an isolated molecule of C6H10O2.

```
18
C6H10O2, DFT ωB97M-V/def2-TZVPD
C -0.17 1.37 0.23
C 0.32 -0.41 -1.26
C 0.46 1.06 1.53
C 1.24 -1.27 -0.42
C -1.01 0.57 -0.62
C -1.79 -0.59 0.20
O -1.69 1.04 -1.58
O -1.48 -1.23 1.16
H -0.16 2.42 -0.06
H -2.77 -0.68 -0.30
H 0.85 0.27 -1.92
H -0.29 -1.03 -1.91
H 1.55 1.15 1.44
H 0.27 0.06 1.90
H 0.16 1.80 2.28
H 1.78 -1.95 -1.09
H 2.01 -0.69 0.11
H 0.70 -1.89 0.29
```

## Properties
HOMO level (alpha / beta): -8.41 / -8.40 eV
Lowest unoccupied orbital energy (alpha / beta): -1.13 / -1.14 eV

---

Model d:
DFT (ωB97M-V/def2-TZVPD) results for an isolated molecule of C6H10O2.

```
18
C6H10O2, DFT ωB97M-V/def2-TZVPD
C 0.86 0.70 1.19
C 0.59 0.23 -0.28
C -0.47 1.05 -0.96
C -1.77 -0.45 0.50
C 0.10 -1.15 -0.55
C 1.57 -0.87 -0.65
H 0.25 1.53 1.46
H 0.70 -0.08 1.96
H 1.91 1.10 1.34
H -0.34 1.07 -2.05
H -0.51 2.12 -0.58
H -1.47 0.10 1.41
H -2.79 -0.87 0.59
H -0.33 -1.32 -1.55
H 1.97 -0.94 -1.69
H 2.33 -1.04 0.11
O -1.74 0.39 -0.62
O -0.86 -1.59 0.37
```

## Properties
HOMO level: -9.13 eV
Lowest unoccupied orbital energy: 0.94 eV

---

Q: Which of them is the most stable? A: model b.

---

Model a:
DFT (ωB97M-V/def2-TZVPD) results for a structure of composition C3H3NO2.

```
9
C3H3NO2, DFT ωB97M-V/def2-TZVPD
C -0.28 1.38 -0.02
C 0.42 0.31 -0.06
C -1.55 0.61 0.07
N -0.84 -0.65 0.39
O -2.70 0.75 -0.12
O -0.99 -1.85 -0.24
H -0.34 2.42 -0.04
H 1.24 -0.04 -0.53
H -0.86 -2.60 0.36
```

## Properties
HOMO level: -9.38 eV
Lowest unoccupied orbital energy: 0.52 eV

---

Model b:
DFT (ωB97M-V/def2-TZVPD) results for an isolated molecule of C3H3NO2.

```
9
C3H3NO2, DFT ωB97M-V/def2-TZVPD
C 0.86 -0.33 -0.33
O 0.03 -1.06 0.47
C -1.13 -0.38 0.82
O -1.95 -0.91 1.51
C -1.18 1.05 0.19
N -0.06 1.05 -0.45
H 0.55 1.54 -1.07
H 1.84 -0.13 0.17
H 1.03 -0.82 -1.31
```

## Properties
HOMO level: -9.55 eV
Lowest unoccupied orbital energy: 0.14 eV

---

Q: Which of them is the most stable? A: model b.

---

Model a:
DFT (ωB97M-V/def2-TZVPD) results for an isolated molecule of C3H3NO2.

```
9
C3H3NO2, DFT ωB97M-V/def2-TZVPD
O 2.18 -0.11 0.21
C 0.98 -0.37 0.33
N 0.34 -1.55 0.45
O -1.03 -1.24 0.24
C -1.22 -0.04 -0.13
C 0.02 0.70 -0.17
H 1.00 0.62 -0.91
H -2.27 0.27 -0.21
H 0.01 1.73 0.18
```

## Properties
HOMO level: -9.23 eV
Lowest unoccupied orbital energy: -1.08 eV

---

Model b:
DFT (ωB97M-V/def2-TZVPD) results for an isolated molecule of C3H3NO2.

```
9
C3H3NO2, DFT ωB97M-V/def2-TZVPD
C -0.62 -1.09 -1.68
C 0.99 0.74 0.74
C -0.40 0.16 0.59
N -0.70 -0.19 -0.74
O -0.66 -1.74 -2.63
O 1.34 1.43 1.64
H 1.67 0.45 -0.09
H -0.50 -0.68 1.29
H -1.13 0.92 0.88
```

## Properties
HOMO level: -10.05 eV
Lowest unoccupied orbital energy: 0.48 eV

---

Q: Which of them is the most stable? A: model b.

---

Model a:
DFT (ωB97M-V/def2-TZVPD) results for an isolated molecule of C3H3NO2.

```
9
C3H3NO2, DFT ωB97M-V/def2-TZVPD
O 2.24 -0.86 0.49
C 1.11 -0.51 0.29
N 0.64 0.75 -0.03
C -0.75 0.68 -0.21
C -1.10 -0.58 0.04
O 0.01 -1.33 0.35
H 1.24 1.38 -0.52
H -1.35 1.56 -0.42
H -2.04 -1.10 0.02
```

## Properties
HOMO level: -8.96 eV
Lowest unoccupied orbital energy: 0.76 eV

---

Model b:
DFT (ωB97M-V/def2-TZVPD) results for an isolated molecule of C3H3NO2.

```
9
C3H3NO2, DFT ωB97M-V/def2-TZVPD
C 0.43 -0.30 -0.68
C 0.29 0.70 0.46
O 0.65 -1.63 -0.27
C -1.08 1.02 0.81
O 1.23 1.19 1.07
N -2.19 1.25 1.07
H -0.15 -1.97 0.17
H -0.46 -0.27 -1.33
H 1.28 0.02 -1.30
```

## Properties
HOMO level: -11.07 eV
Lowest unoccupied orbital energy: -1.09 eV

---

Q: Which of them is the most stable? A: model a.

---

Model a:
DFT (ωB97M-V/def2-TZVPD) results for an isolated molecule of C3H3FP2.

```
9
C3H3FP2, DFT ωB97M-V/def2-TZVPD
C -0.56 0.76 1.28
C 1.47 0.24 -0.10
C -1.35 -0.62 -0.30
F -2.48 -0.36 -0.91
P 1.06 0.99 1.39
P 0.14 -0.24 -1.13
H -1.37 0.95 1.90
H 2.33 -0.33 -0.41
H 0.76 -1.39 -1.73
```

## Properties
HOMO level (alpha / beta): -8.40 / -8.52 eV
Lowest unoccupied orbital energy (alpha / beta): -1.38 / -1.14 eV

---

Model b:
DFT (ωB97M-V/def2-TZVPD) results for a cluster of 2 separate species, C3H3FP2 in total.

```
9
C3H3FP2, DFT ωB97M-V/def2-TZVPD
C -0.31 1.37 0.00
C -1.06 0.26 0.19
C 1.18 -0.98 -0.06
F -3.27 0.40 -0.26
P 1.33 0.93 -0.11
P -0.60 -1.46 0.27
H -0.65 2.36 0.30
H 1.37 -1.42 -1.03
H 2.01 -1.46 0.69
```

## Properties
HOMO level (alpha / beta): -9.16 / -9.16 eV
Lowest unoccupied orbital energy (alpha / beta): -2.00 / -2.00 eV

---

Model c:
DFT (ωB97M-V/def2-TZVPD) results for an isolated molecule of C3H3FP2.

```
9
C3H3FP2, DFT ωB97M-V/def2-TZVPD
C -0.20 -1.18 0.12
C 0.61 1.60 0.12
C -1.43 -0.72 0.12
F -2.53 -1.47 0.01
P -0.99 2.17 -0.01
P 1.12 -0.15 0.59
H -0.06 -2.16 -0.25
H 1.63 2.01 -0.08
H 1.85 -0.10 -0.61
```

## Properties
HOMO level (alpha / beta): -8.91 / -8.51 eV
Lowest unoccupied orbital energy (alpha / beta): -1.09 / -1.04 eV

---

Q: Which of them is the most stable? A: model c.

---

Model a:
DFT (ωB97M-V/def2-TZVPD) results for a cluster of 3 separate species, C3H12NO2 in total.

```
18
C3H12NO2, DFT ωB97M-V/def2-TZVPD
C -0.82 0.97 2.20
C -0.28 0.83 0.83
C -0.94 0.94 -0.32
N 1.21 0.76 0.64
H -0.53 0.15 2.85
H -0.55 1.88 2.63
H -1.93 0.81 2.26
H -0.64 0.72 -1.25
H -1.99 0.98 -0.39
H 1.61 0.45 1.57
H 1.59 1.60 0.32
H 1.63 0.16 -0.10
H 0.71 -1.27 -1.96
H 2.34 -0.74 -2.05
O 1.33 -0.49 -1.77
H -0.54 -3.15 -1.65
H -1.58 -2.31 -1.81
O -0.62 -2.27 -1.98
```

## Properties
HOMO level (alpha / beta): -2.79 / -7.79 eV
Multiplicity: 2
Lowest unoccupied orbital energy (alpha / beta): 0.36 / 0.30 eV

---

Model b:
DFT (ωB97M-V/def2-TZVPD) results for a cluster of 3 separate species, C3H12NO2 in total.

```
18
C3H12NO2, DFT ωB97M-V/def2-TZVPD
C -0.53 1.50 1.72
C -0.38 0.27 0.93
C -1.25 -0.75 0.78
N 0.53 0.43 -0.29
H 0.24 1.61 2.47
H -1.56 1.32 2.38
H -0.55 2.49 1.12
H -1.50 -1.36 -0.13
H -2.02 -1.16 1.48
H 0.94 1.42 -0.20
H 1.15 -0.38 -0.27
H -0.01 0.32 -1.18
H 2.07 -2.49 0.31
H 3.18 -1.48 0.53
O 2.30 -1.63 0.64
H -1.04 0.32 -4.02
H -1.11 -0.42 -2.86
O -0.46 -0.02 -3.41
```

## Properties
HOMO level (alpha / beta): -3.53 / -7.86 eV
Multiplicity: 2
Lowest unoccupied orbital energy (alpha / beta): 0.48 / 0.36 eV

---

Q: Which of them is the most stable? A: model b.